# 1
This record from the OMol25 dataset describes a molecular structure, C18H16BCrF4N4S at a distorted geometry. The level of theory is ωB97M-V/def2-TZVPD.

Properties
- HOMO energy (alpha / beta) (hartree) = -0.152 / -0.160
- multiplicity = 5
- net charge = -1
- energy (eV) = -75698.5492
- gap between HOMO and LUMO (alpha / beta) (eV) = 6.38 / 6.35
- ⟨S²⟩ = 6.027
- F_max (eV/Å) = 1.14
- M (g mol⁻¹) = 459.22

```
45
Properties=species:S:1:pos:R:3:lowdin_spin:R:1
Cr -0.22 -1.63 -0.73 3.722
S -1.68 -3.20 0.44 0.006
F -3.08 -0.97 -2.02 0.006
F -1.48 0.50 -2.75 0.005
F -1.05 -1.75 -2.81 0.043
F -2.58 -0.84 -4.28 0.001
N -2.04 -0.68 1.46 0.000
N -3.65 -2.19 1.91 -0.002
N -0.91 -0.41 0.74 0.000
N 0.88 0.08 -1.07 0.015
C -1.00 1.47 3.18 0.006
C 2.32 -2.80 -0.21 0.008
C 1.84 -3.20 -2.42 0.014
C -0.34 0.74 0.88 0.063
C 2.57 1.39 -2.11 0.005
C 1.74 0.28 -2.06 0.020
C -2.46 -1.92 1.28 0.000
C -0.99 3.09 1.41 0.006
C 0.76 1.00 -0.09 0.019
C -0.78 1.78 1.84 0.005
C 2.51 2.29 -1.06 0.016
C 3.09 -2.58 -2.34 0.004
C 1.32 -3.33 -1.10 0.003
C 3.37 -2.32 -0.97 0.011
C -1.61 3.76 3.63 0.005
C 1.59 2.10 -0.04 0.003
C -1.40 4.07 2.30 -0.001
C -1.40 2.45 4.07 0.000
B -2.09 -0.74 -2.98 0.004
H 0.66 -4.14 -0.80 0.006
H 1.76 -0.50 -2.82 0.002
H 2.26 -2.82 0.87 0.002
H 1.52 2.79 0.79 0.000
H 3.25 1.52 -2.94 0.000
H -4.20 -1.37 2.11 0.000
H 3.17 3.15 -1.04 0.001
H 3.71 -2.31 -3.18 0.000
H -4.15 -2.97 1.53 0.000
H -0.86 3.33 0.36 0.000
H 1.35 -3.53 -3.32 0.001
H 4.25 -1.81 -0.59 0.001
H -1.93 4.52 4.33 0.000
H -0.85 0.46 3.52 0.000
H -1.57 2.20 5.11 0.000
H -1.58 5.08 1.94 0.000
```

# 2
This record from the OMol25 dataset describes C18H16BrN3O in the gas phase at a distorted geometry. The level of theory is ωB97M-V/def2-TZVPD.

Properties
- HOMO energy (hartree) = -0.303
- net charge = 0
- energy (eV) = -95486.1979
- gap between HOMO and LUMO (eV) = 8.16
- F_max (eV/Å) = 2.41
- M (g mol⁻¹) = 370.25
- SMILES string = CC(C)c1ccc2c(c1)-c1nc(N)nc(-c3ccc(Br)o3)c1C2

```
39
Properties=species:S:1:pos:R:3:nbo_charge:R:1
Br 3.84 -3.44 4.99 0.102
O 2.68 -1.39 3.27 -0.420
N 1.82 2.08 2.23 -0.513
N 1.18 4.01 1.40 -0.774
N 0.45 2.17 0.25 -0.504
C -2.95 -0.56 -3.35 -0.240
C -1.70 -2.10 -1.87 -0.193
C -0.73 -2.39 -0.90 -0.201
C 3.47 -1.69 4.35 0.197
C 3.96 -0.58 4.94 -0.329
C -4.06 0.39 -2.89 -0.597
C 1.17 0.08 1.15 -0.134
C 2.64 -0.01 3.17 0.217
C -1.23 0.27 -1.63 -0.203
C -2.20 0.05 -4.56 -0.599
C -1.95 -0.78 -2.24 -0.014
C 0.46 0.85 0.25 0.243
C 1.17 2.68 1.25 0.557
C 1.88 0.75 2.14 0.234
C 3.41 0.53 4.19 -0.234
C -0.26 -0.02 -0.66 -0.019
C 0.00 -1.34 -0.28 -0.001
C 1.06 -1.41 0.79 -0.433
H -0.61 -3.43 -0.59 0.213
H 0.38 4.39 0.93 0.388
H -4.61 -0.07 -2.02 0.213
H 1.36 4.25 2.34 0.394
H -2.88 0.21 -5.43 0.207
H -4.75 0.56 -3.69 0.208
H -1.36 -0.57 -4.93 0.215
H 4.64 -0.55 5.77 0.242
H -1.77 1.02 -4.25 0.205
H -2.22 -2.90 -2.38 0.211
H -1.40 1.32 -1.92 0.223
H 3.51 1.61 4.36 0.249
H 0.66 -1.99 1.64 0.238
H -3.39 -1.54 -3.63 0.203
H 1.99 -1.83 0.37 0.241
H -3.65 1.39 -2.56 0.206
```

# 3
This record from the OMol25 dataset describes a molecular structure, C18H16Cl2IrN4PS3 at a distorted geometry. The level of theory is ωB97M-V/def2-TZVPD.

Properties
- HOMO energy (hartree) = -0.297
- net charge = 0
- energy (eV) = -94567.3491
- gap between HOMO and LUMO (eV) = 7.86
- F_max (eV/Å) = 1.29
- M (g mol⁻¹) = 678.65

```
45
Properties=species:S:1:pos:R:3:nbo_charge:R:1
Ir 0.59 -0.52 0.40 0.442
Cl -1.34 -0.44 -4.66 0.029
Cl 0.08 1.87 0.07 0.136
S -0.27 -0.86 -1.77 -0.080
S -2.62 -3.23 1.61 0.448
S 0.37 -2.82 0.75 0.058
P 2.72 -0.57 -0.37 1.242
N 2.36 -0.81 4.35 -0.659
N -1.41 -1.02 1.06 -0.567
N 1.21 -0.13 2.33 -0.680
N 4.78 -1.14 4.76 -0.450
C -1.11 0.94 -3.64 -0.082
C -3.53 -1.74 1.69 -0.239
C 3.66 -0.98 4.54 0.430
C -1.23 -2.32 1.14 -0.089
C -2.71 -0.65 1.36 0.201
C -1.41 2.18 -4.16 -0.207
C -3.23 0.64 1.36 -0.238
C -0.63 0.75 -2.33 -0.128
C -5.37 -0.28 2.02 -0.215
C -4.56 0.81 1.70 -0.188
C -4.86 -1.56 2.03 -0.203
C 1.81 -0.48 3.27 0.641
C -1.24 3.32 -3.38 -0.219
C 3.63 0.99 -0.27 -0.968
C -0.49 1.93 -1.60 -0.103
C -0.78 3.19 -2.09 -0.217
C 2.95 -1.11 -2.08 -0.966
C 3.74 -1.72 0.59 -0.966
H -2.60 1.48 1.11 0.225
H -1.47 4.30 -3.78 0.226
H -5.49 -2.41 2.28 0.226
H 4.02 -1.20 -2.28 0.234
H 3.15 1.75 -0.89 0.247
H 3.86 -1.35 1.61 0.263
H 3.64 1.35 0.76 0.260
H -0.63 4.06 -1.45 0.231
H 2.50 -0.40 -2.77 0.257
H -4.98 1.81 1.71 0.218
H -1.77 2.26 -5.17 0.234
H 2.46 -2.07 -2.23 0.262
H 4.66 0.85 -0.61 0.241
H 4.72 -1.84 0.13 0.240
H 3.25 -2.70 0.64 0.252
H -6.41 -0.12 2.28 0.221
```

# 4
This record from the OMol25 dataset describes C18H16ClN3O2 in the gas phase. The level of theory is ωB97M-V/def2-TZVPD.

Properties
- HOMO energy (hartree) = -0.304
- net charge = 0
- energy (eV) = -40013.7163
- gap between HOMO and LUMO (eV) = 8.88
- F_max (eV/Å) = 0.90
- M (g mol⁻¹) = 341.80
- SMILES string = O=C(Nc1ccc(Cl)cc1)N(Cc1cccnc1)Cc1ccco1

```
40
Properties=species:S:1:pos:R:3:nbo_charge:R:1
Cl -1.04 6.99 -0.57 -0.003
O -0.21 -4.08 -0.32 -0.411
O -2.15 0.30 -1.40 -0.661
N 2.74 -0.07 2.59 -0.408
N -1.00 1.17 0.37 -0.645
N -1.30 -1.10 0.15 -0.448
C 0.86 -0.90 1.36 -0.098
C -1.80 4.46 -1.13 -0.198
C -1.81 3.10 -0.92 -0.264
C 1.61 -0.89 0.20 -0.167
C 2.93 -0.47 0.25 -0.242
C 1.48 -0.48 2.53 0.019
C -1.52 0.15 -0.37 0.798
C -0.71 -3.11 -1.11 0.256
C -0.58 -1.36 1.38 -0.245
C -0.27 3.38 0.90 -0.260
C 3.44 -0.07 1.48 0.033
C 0.79 -4.67 -1.00 0.087
C -0.27 4.74 0.70 -0.213
C -1.04 5.28 -0.31 -0.068
C 0.95 -4.09 -2.22 -0.313
C -1.81 -2.25 -0.58 -0.268
C -0.03 -3.07 -2.29 -0.302
C -1.04 2.54 0.10 0.239
H -1.11 -0.91 2.23 0.206
H -0.42 0.93 1.16 0.405
H -0.59 -2.45 1.53 0.242
H -2.40 2.45 -1.55 0.261
H 4.46 0.28 1.57 0.196
H 0.94 -0.47 3.47 0.191
H 0.33 5.39 1.33 0.229
H 1.67 -4.35 -2.97 0.231
H -0.21 -2.40 -3.11 0.237
H -2.40 4.89 -1.92 0.226
H 1.31 -5.48 -0.51 0.206
H -2.40 -1.85 -1.41 0.274
H 1.17 -1.20 -0.74 0.234
H 0.34 2.96 1.70 0.212
H 3.54 -0.45 -0.64 0.223
H -2.45 -2.85 0.08 0.209
```

# 5
This record from the OMol25 dataset describes a molecular structure, C18H16Co2O9 at a distorted geometry. The level of theory is ωB97M-V/def2-TZVPD.

Properties
- HOMO energy (hartree) = -0.245
- net charge = 0
- energy (eV) = -112597.9774
- gap between HOMO and LUMO (eV) = 2.84
- F_max (eV/Å) = 4.35
- M (g mol⁻¹) = 494.18

```
45
Properties=species:S:1:pos:R:3:nbo_charge:R:1
Co 1.87 -1.55 -3.48 0.235
Co -0.37 0.85 -4.59 0.050
O -2.63 -0.91 -4.01 -0.461
O -0.16 -3.49 -2.50 -0.411
O 2.28 -0.90 1.45 -0.578
O 0.29 -2.17 0.33 -0.619
O 2.12 -2.45 -6.30 -0.434
O 4.46 -0.97 -2.17 -0.419
O -0.85 3.66 -3.80 -0.462
O -1.82 -1.44 0.77 -0.523
O -0.07 0.25 -7.49 -0.463
C -0.45 -1.35 0.87 0.719
C 0.92 1.96 3.32 -0.399
C -0.18 0.50 -6.39 0.583
C 0.06 -0.22 1.61 -0.224
C 1.46 -0.08 1.86 0.469
C 3.47 -1.23 -2.67 0.605
C 2.04 -2.11 -5.22 0.503
C -2.19 -2.62 0.11 -0.072
C 2.00 1.10 2.64 -0.486
C -0.92 0.82 2.07 -0.432
C 1.16 0.79 -1.72 -0.111
C -3.67 -2.73 -0.19 -0.626
C -0.28 2.17 2.39 -0.390
C -0.67 2.59 -4.14 0.510
C 0.63 -2.76 -2.85 0.505
C 0.74 0.09 -2.92 -0.413
C 1.50 0.33 -4.15 -0.449
C -1.76 -0.22 -4.24 0.502
H -1.69 0.94 1.29 0.225
H 1.34 2.92 3.66 0.206
H -1.85 -3.44 0.75 0.179
H -1.00 2.87 2.83 0.209
H -1.58 -2.66 -0.81 0.187
H -3.98 -1.96 -0.89 0.207
H 1.36 1.84 -1.75 0.185
H -1.44 0.43 2.95 0.210
H 0.06 2.65 1.47 0.186
H 2.59 1.73 1.96 0.212
H 1.19 0.31 -0.76 0.244
H -3.93 -3.70 -0.62 0.217
H -4.25 -2.60 0.72 0.211
H 2.71 0.72 3.38 0.232
H 0.58 1.46 4.23 0.196
H 2.39 0.95 -4.07 0.187
```